Record 1
6 unconnected molecules or ions with the total composition C18H30O18. Source: OMol25; level of theory: the ωB97M-V functional and the def2-TZVPD basis.

## Properties
ΔE to the lowest compared entry with this formula, charge and spin: 0.0 kcal/mol
Kohn-Sham gap: 10.484 eV
SMILES string: COC(=O)OC.COC(=O)OC.COC(=O)OC.O=C1OCCO1.O=C1OCCO1.O=C1OCCO1
maximum force: 4.8 eV/A
lowest unoccupied orbital energy: 0.066 eV
E_HOMO: -10.42 eV

CARTESIAN COORDINATES (ANGSTROEM)
C 0.966537 -3.472944 -0.283515
O 1.967154 -3.300913 -1.303507
C 1.628811 -3.261023 -2.660670
O 0.506767 -3.599915 -3.127567
O 2.807503 -2.913301 -3.370163
C 2.818648 -2.726416 -4.742171
H 1.313863 -3.214197 0.716738
H 0.677486 -4.517659 -0.168970
H 0.071389 -2.870149 -0.436627
H 2.503093 -3.576342 -5.347271
H 3.889681 -2.707631 -4.943780
H 2.361870 -1.784141 -5.044777
C 1.357483 2.739878 -1.054694
O 0.516004 2.072220 -1.945950
C 0.904992 1.097944 -2.688729
O 2.034331 0.584700 -2.669831
O -0.150005 0.775304 -3.478607
C -0.055344 -0.246430 -4.486586
H 2.015744 3.429746 -1.582786
H 2.054590 2.025722 -0.616378
H 0.895308 3.324458 -0.259228
H -1.020679 -0.388209 -4.972522
H 0.336140 -1.215208 -4.176242
H 0.675388 0.064678 -5.233142
C 1.853042 -1.895203 5.325894
O 1.848760 -1.867942 3.895268
C 2.668964 -1.039795 3.219543
O 3.346008 -0.200923 3.759459
O 2.378528 -1.123817 1.913479
C 2.923694 -0.108674 1.006393
H 1.652501 -0.899385 5.721162
H 2.870439 -2.136237 5.633958
H 1.188063 -2.681754 5.682591
H 3.667909 0.489408 1.532271
H 2.141796 0.599486 0.732104
H 3.321722 -0.553894 0.094562
O -0.227846 -0.766660 1.056872
C -0.980421 -0.062199 0.430701
O -0.862365 1.331614 0.319596
C -2.069663 1.903716 -0.267146
C -2.582884 0.620215 -0.945516
O -2.029845 -0.442770 -0.201552
H -2.661154 2.376007 0.517179
H -1.846775 2.552714 -1.114038
H -2.291822 0.552982 -1.993789
H -3.641772 0.496245 -0.718642
O -0.948207 4.763412 -1.856134
C -1.537784 5.613126 -1.207117
O -2.782774 5.904606 -1.307648
C -3.302471 6.722638 -0.337249
C -2.105859 7.063928 0.451282
O -1.091113 6.225480 -0.050589
H -3.784186 7.573409 -0.819165
H -3.999771 6.058966 0.174032
H -2.193136 6.764567 1.495729
H -1.784254 8.095046 0.304769
O -1.295296 -5.878014 4.846938
C -1.568340 -4.971301 4.063957
O -2.705864 -4.201304 4.115789
C -2.529385 -3.111389 3.239329
C -1.420560 -3.626309 2.325905
O -0.700411 -4.478792 3.154318
H -3.329333 -2.962910 2.513978
H -2.145686 -2.207282 3.712038
H -0.791901 -2.767753 2.089728
H -1.727299 -4.043432 1.366732

Cartesian forces, eV/Å:
-0.90 -0.51 0.04
0.05 0.67 -2.16
-1.47 -1.34 -0.09
4.27 1.73 1.35
-2.78 -0.96 3.54
0.83 -0.19 -1.26
0.86 0.48 -0.49
-0.04 -0.16 -0.56
0.14 0.00 -0.43
-0.76 -0.04 0.30
0.02 0.51 -0.19
-0.08 -0.15 -0.01
2.54 0.08 0.44
-2.14 1.55 0.60
2.68 -2.02 -0.96
-2.55 0.70 -0.45
-0.05 -0.49 0.26
1.24 -0.02 -0.47
-0.21 0.12 -0.36
-0.19 -0.05 0.16
-0.83 -0.52 -0.46
-0.01 0.33 0.41
-0.37 0.10 0.78
-0.14 0.32 -0.19
1.47 0.45 -0.24
-0.38 -0.85 -0.99
-1.52 1.47 0.60
0.59 -0.38 -0.21
0.73 -0.15 -0.33
-0.05 0.27 0.89
-0.38 -0.12 0.03
0.00 -0.10 0.25
-0.15 0.29 -0.38
0.22 -0.32 -0.04
-0.34 -0.46 0.16
-0.08 -0.34 0.33
-0.78 1.02 -0.70
2.17 1.73 1.57
0.16 -0.44 0.57
1.20 -1.75 -0.96
-1.96 0.61 0.94
-1.02 -1.54 -0.96
-0.14 -0.25 -0.14
0.46 0.55 0.62
-0.14 -0.03 0.13
-0.22 0.18 -0.99
-0.77 2.24 1.11
2.51 -2.35 1.19
-1.94 -0.87 -3.76
-1.52 -0.04 0.22
1.22 0.57 1.54
1.28 -0.81 -1.43
-0.19 -0.09 0.26
-0.39 0.64 0.39
-0.13 0.67 0.11
-0.10 0.05 0.38
-1.12 2.26 -2.24
1.09 -1.57 2.86
0.22 -0.73 0.23
0.81 -0.34 -2.14
0.69 2.42 -0.59
-0.23 -1.46 0.37
-0.77 0.30 0.99
-0.59 -0.07 0.44
0.21 -0.16 -0.20
-0.22 -0.63 0.27

---

Record 2
6 unconnected molecules or ions with the total composition C18H30O18S3. Source: OMol25; level of theory: the ωB97M-V functional and the def2-TZVPD basis.

## Properties
Kohn-Sham gap (spin up / spin down): 6.602 / 1.620 eV
maximum force: 4.8 eV/A
lowest unoccupied orbital energy (spin up / spin down): -4.978 / -9.960 eV
E_HOMO (spin up / spin down): -11.58 / -11.58 eV
multiplicity: 2
total charge: +1

CARTESIAN COORDINATES (ANGSTROEM)
O 8.278144 -0.157473 3.472112
C 7.370484 0.391257 2.854542
O 7.173504 1.746507 2.777362
C 5.914104 2.026567 2.202002
C 5.567344 0.788127 1.372722
C 6.379014 -0.341703 1.985962
H 5.938824 2.934557 1.599472
H 5.225034 2.311237 2.997142
H 5.863234 0.912107 0.331002
H 4.491304 0.614607 1.384022
H 6.814414 -1.119393 1.358492
H 5.625344 -0.767133 2.648602
O -3.075896 -4.379083 2.257872
C -2.839886 -3.921693 1.136632
O -1.576786 -3.799363 0.721282
C -1.634806 -3.133003 -0.547558
C -3.010216 -3.431853 -1.077808
C -3.877576 -3.494413 0.112132
H -0.822366 -3.501873 -1.173638
H -1.443866 -2.064823 -0.444508
H -2.968286 -4.386423 -1.602358
H -3.283116 -2.654743 -1.791758
H -4.577156 -4.328583 0.058762
H -4.434636 -2.586313 0.342642
O -1.381446 0.566147 -0.157778
C -0.195176 0.248877 -0.051768
O 0.746844 0.753987 -0.966208
C 1.985174 0.129887 -0.681648
C 1.784294 -0.938223 0.309092
C 0.513604 -0.513473 1.016642
H 2.679374 0.921027 -0.398288
H 2.397234 -0.340593 -1.574368
H 2.590054 -0.933943 1.043142
H 1.656584 -1.920683 -0.145418
H 0.613374 0.411717 1.584232
H -0.085786 -1.289583 1.492532
C 1.144664 2.949847 5.327452
C -0.163716 2.830707 4.516312
O 0.152574 3.518157 3.278942
S 1.772534 3.448767 2.898902
O 2.289984 4.595677 2.172132
O 2.047254 2.079537 2.378872
O 2.163734 3.569267 4.503442
H 1.476074 2.099507 5.923422
H 1.125154 3.657707 6.156102
H -0.974986 3.461797 4.879172
H -0.604956 1.873607 4.238172
C -4.632426 0.198367 -1.205388
C -4.615106 1.661327 -1.354698
O -5.686016 1.995467 -2.205018
S -5.752016 0.844737 -3.401388
O -4.695466 1.071547 -4.387098
O -7.080116 0.577257 -3.855868
O -5.281706 -0.317113 -2.294958
H -5.032546 -0.049733 -0.222318
H -3.636136 -0.230993 -1.311028
H -3.655746 2.073467 -1.667518
H -4.882206 2.152627 -0.419078
C -1.597396 -0.178333 -3.706428
C -1.394806 -0.319573 -5.262728
O -0.246416 -1.004693 -5.540778
S 0.235904 -1.830273 -4.191578
O 1.467184 -1.361013 -3.619788
O 0.051654 -3.266623 -4.489948
O -0.974266 -1.292253 -3.206448
H -2.651626 -0.248783 -3.438608
H -1.251096 0.810997 -3.407418
H -1.310816 0.668467 -5.715288
H -2.207456 -0.791663 -5.814828

Cartesian forces, eV/Å:
-0.23 0.35 -0.09
-0.57 3.43 -1.07
2.39 -3.19 1.48
-1.84 0.38 -0.96
0.05 1.08 -1.06
-1.29 -0.61 0.85
0.74 -0.10 -0.11
-0.10 -0.65 0.21
0.02 0.23 0.03
0.09 -0.27 0.12
0.06 0.23 0.06
0.54 -0.83 0.54
0.39 0.98 -2.36
-1.35 -1.18 4.40
-0.07 0.56 -0.60
1.05 0.14 -0.52
0.51 0.63 -2.24
0.06 -1.02 0.68
-0.12 -0.26 0.00
-0.24 0.13 0.37
-0.17 0.01 -0.04
-0.15 -0.16 -0.18
-0.21 0.23 0.07
0.31 -0.01 0.30
2.57 -0.80 0.30
-2.51 1.42 -2.25
-1.63 -1.08 1.19
1.42 0.64 -1.80
-0.19 -0.46 2.13
-0.79 0.40 -0.90
0.05 0.02 0.38
-0.21 0.41 -0.38
0.24 -0.46 -0.16
0.11 0.03 0.07
0.72 -0.44 1.29
0.05 0.31 0.04
0.20 0.73 1.54
0.10 1.14 -0.91
1.84 0.38 -1.77
-0.88 -1.39 0.74
-1.28 -2.09 1.60
-0.23 2.95 1.22
0.18 -0.93 -1.99
0.26 -0.79 -1.16
-0.89 0.46 -0.24
0.18 -0.20 0.53
0.68 -0.33 0.43
2.13 -0.92 0.98
0.38 2.26 1.13
-0.81 -0.61 -2.48
1.19 0.07 0.70
-1.51 -0.44 1.94
1.18 0.43 0.79
-2.29 -0.48 -3.02
-0.57 -0.59 -0.36
0.34 0.28 0.79
-0.08 -0.04 -0.43
0.21 -0.01 0.03
-1.44 1.01 -2.46
-2.68 2.24 -0.27
2.81 -1.74 2.06
-1.02 -2.49 -0.67
-0.77 -0.21 -0.86
0.49 3.55 1.08
2.10 -1.89 0.28
0.01 0.03 -0.23
0.65 -0.34 0.56
0.09 0.13 0.16
-0.31 -0.28 0.52

---

Record 3
A molecular structure, C18H30O2. Source: OMol25; level of theory: the ωB97M-V functional and the def2-TZVPD basis.

## Properties
ΔE to the lowest compared entry with this formula, charge and spin: 321.6 kcal/mol
Kohn-Sham gap: 9.170 eV
maximum force: 18.6 eV/A
lowest unoccupied orbital energy: 0.464 eV
E_HOMO: -8.71 eV

CARTESIAN COORDINATES (ANGSTROEM)
C -1.102186 2.023064 -3.501818
C -0.444424 0.963493 -2.653190
C 0.860302 0.448744 -3.306124
C 1.682998 -0.527730 -2.665258
H 2.315474 -0.983614 -3.479567
H 1.114864 -1.260327 -2.417433
C 2.567579 0.244832 -1.548756
C 3.225160 -1.085790 -0.787454
C 3.260205 -1.356220 0.496189
C 2.393628 -0.574070 1.617403
C 1.909918 -1.775274 2.560582
C 0.764045 -2.519954 2.071395
C -0.210231 -2.212453 0.687125
C -1.474106 -2.438304 1.151818
C -2.561498 -1.631513 0.766055
C -2.250457 -0.079627 0.204490
H -2.912164 -0.025456 -0.809234
H -1.264976 0.172006 0.044725
C -3.097147 0.795946 1.220837
C -2.399432 0.985876 2.584877
H -2.773651 -0.075096 2.979058
C -0.777843 1.171324 2.653867
C -0.487127 2.346064 1.959983
O -0.733086 3.587407 2.176810
O 0.166867 1.806978 0.858616
H 0.431217 2.908382 0.440220
H -0.552659 0.392902 2.120871
H -0.688486 1.162844 3.789157
H -2.902662 1.839986 3.020588
H -4.108966 0.775112 1.161520
H -2.885673 1.760616 0.695366
H -3.569436 -1.908851 0.986259
H -1.775164 -3.373811 1.561128
H 0.231128 -2.999088 0.061177
H 0.173036 -1.272506 0.260758
H 0.408712 -3.196652 2.972049
H 2.119302 -1.976794 3.390535
H 3.274584 0.174472 2.357212
H 1.753793 0.052609 1.207928
H 4.110478 -2.078357 0.947007
H 3.935944 -1.357360 -1.332983
H 3.406792 0.950578 -1.779371
H 1.806901 0.546441 -0.874657
H 0.659769 0.156915 -4.547655
H 1.627529 1.249246 -3.718328
H -1.100441 0.113379 -2.515015
H -0.166254 1.475129 -1.779153
H -2.155363 2.393577 -3.029921
H -0.555022 2.710596 -3.697123
H -1.251771 1.500331 -4.562567

Cartesian forces, eV/Å:
-9.24 -9.22 0.33
1.33 -0.06 -1.71
-0.51 3.22 -6.94
6.23 4.31 -2.10
-0.05 0.49 0.96
-3.26 -4.96 3.10
-0.26 -5.77 0.95
-4.73 5.85 2.99
0.87 0.48 3.18
7.81 -4.54 4.19
-8.66 2.72 -16.28
2.37 2.32 2.55
7.97 -0.99 2.26
-8.16 2.05 -1.65
5.13 1.10 0.06
-7.71 -4.15 0.04
1.95 0.00 2.03
1.83 0.50 -0.12
7.00 3.35 -2.67
-1.94 -2.75 -0.01
1.53 2.35 0.68
-6.59 1.24 6.48
0.57 4.67 -0.91
1.39 -5.37 -1.38
1.07 8.31 -1.77
-0.83 -4.83 0.95
2.52 -4.65 -2.02
0.71 -0.04 -1.69
0.03 -0.14 0.76
-2.99 -1.05 0.38
-0.52 0.15 0.31
-0.52 0.08 0.13
0.32 -0.74 0.49
-0.59 -0.01 -0.33
-0.82 -0.16 0.31
0.13 0.83 -2.48
4.07 -2.56 12.36
-2.68 -2.23 -2.42
-3.39 2.62 -1.52
-2.35 1.44 -1.16
5.72 -3.37 -4.74
-1.24 -0.65 -0.29
-0.30 1.38 0.71
-0.33 0.04 3.35
-1.73 -0.40 1.51
-0.13 -0.06 0.47
0.16 0.06 1.87
2.51 -0.88 -1.33
6.73 8.85 -1.90
-0.39 1.19 2.03

---

Record 4
4 unconnected molecules or ions with the total composition C18H31N3O5. Source: OMol25; level of theory: the ωB97M-V functional and the def2-TZVPD basis.

## Properties
ΔE to the lowest compared entry with this formula, charge and spin: 11.3 kcal/mol
Kohn-Sham gap: 9.574 eV
SMILES string: O=COCCc1ccccc1.CN(C)C=O.CN(C)C=O.CN(C)C=O
maximum force: 0.4 eV/A
lowest unoccupied orbital energy: 0.675 eV
E_HOMO: -8.90 eV

CARTESIAN COORDINATES (ANGSTROEM)
O -1.191360 0.953991 3.254145
C -1.575277 0.421861 2.255365
O -1.575426 -0.918314 2.098467
C -1.047073 -1.379829 0.844147
C 0.349002 -0.834377 0.558941
C 0.377821 0.464582 -0.215123
C -0.322174 0.605446 -1.414244
C -0.302566 1.804286 -2.112105
C 0.415850 2.883173 -1.612436
C 1.119884 2.753652 -0.423498
C 1.101452 1.548321 0.270541
H -2.002930 0.981012 1.408405
H -1.015156 -2.464039 0.926590
H -1.735920 -1.155183 0.025815
H 0.868071 -0.713389 1.510059
H 0.878847 -1.589046 -0.028732
H -0.883748 -0.237443 -1.800663
H -0.852377 1.903847 -3.039421
H 0.414740 3.823373 -2.147685
H 1.673566 3.591716 -0.019878
H 1.648191 1.457416 1.201430
C -3.551418 2.541130 -7.713936
N -2.835315 2.423583 -6.461152
C -2.377529 1.116683 -6.019796
C -2.573220 3.488729 -5.679956
O -1.975319 3.430260 -4.623186
H -4.467859 1.948075 -7.691615
H -2.933122 2.196957 -8.545363
H -3.815806 3.582524 -7.885659
H -2.820016 0.863797 -5.055676
H -1.293308 1.110879 -5.904038
H -2.665978 0.370765 -6.755992
H -2.956172 4.436979 -6.092820
C -0.341432 2.630993 7.809645
N 0.628816 1.646759 7.381791
C 0.445958 0.982936 6.099736
C 1.698752 1.323502 8.131923
O 2.541258 0.505280 7.817914
H -1.333991 2.183360 7.892467
H -0.392076 3.457344 7.097696
H -0.055647 3.026517 8.782688
H 0.364672 -0.094819 6.241147
H 1.301783 1.173249 5.452043
H -0.454487 1.352446 5.620291
H 1.744305 1.882745 9.083012
C 3.879925 -5.753466 -0.746681
N 2.646570 -5.039351 -1.003746
C 1.537593 -5.175705 -0.075413
C 2.487322 -4.244012 -2.079661
O 1.471258 -3.626664 -2.332432
H 3.703946 -6.830711 -0.721770
H 4.310755 -5.447827 0.208717
H 4.596817 -5.536742 -1.535898
H 0.661101 -5.577738 -0.584215
H 1.268419 -4.204562 0.342022
H 1.827569 -5.845126 0.730375
H 3.382458 -4.199821 -2.722578

Cartesian forces, eV/Å:
-0.20 -0.10 0.01
-0.14 0.13 0.06
0.40 0.14 0.15
-0.10 -0.24 -0.33
-0.07 -0.06 -0.32
-0.06 0.12 0.21
0.12 0.02 0.13
-0.03 -0.12 0.02
0.04 0.04 0.06
-0.06 -0.09 0.00
-0.06 0.11 -0.15
0.12 -0.07 -0.13
-0.05 0.01 0.20
-0.06 0.16 0.07
0.11 -0.09 0.00
0.04 -0.05 0.05
0.02 0.01 -0.08
0.00 0.07 0.01
0.00 0.00 -0.02
0.01 0.01 -0.04
-0.02 -0.02 0.03
0.06 -0.08 0.08
-0.04 -0.04 -0.08
0.01 0.08 0.04
0.01 0.04 0.01
0.03 0.00 0.04
-0.02 0.02 -0.03
-0.02 0.02 -0.03
0.00 0.01 0.00
0.00 -0.02 0.00
0.00 -0.02 0.00
-0.01 0.00 -0.01
0.00 -0.01 0.00
0.04 -0.08 -0.08
-0.09 0.05 -0.02
0.09 -0.01 0.10
0.04 -0.01 0.04
0.00 -0.01 -0.01
-0.02 0.03 0.02
-0.02 0.02 0.02
0.01 0.00 0.01
-0.01 -0.01 -0.04
-0.02 -0.02 -0.04
0.00 0.01 -0.01
-0.01 0.00 0.00
-0.11 0.03 0.04
0.05 -0.06 0.06
0.01 0.04 -0.08
0.02 0.05 -0.05
-0.06 0.03 0.05
0.04 -0.01 -0.01
0.03 -0.01 -0.01
0.01 0.01 -0.01
-0.01 0.00 0.02
-0.01 -0.01 0.02
0.01 -0.01 0.01
0.00 -0.01 0.00